Entry 1:
93
Properties=species:S:1:pos:R:3:lowdin_charge:R:1 method="wB97M-V/def2-TZVPD" molar_mass_g_mol=895.4 de_lowest_kj_mol=0.0 largest_force_ev_per_a=5.0 orbital_gap_ev=6.925 total_charge=-1 homo_energy_ha=-0.185
H 4.298 2.718 0.016 0.1236
H -2.118 1.173 0.006 -0.0766
H -2.109 3.109 3.307 0.0660
O 3.912 -4.343 0.512 0.0671
C -0.969 -0.391 -2.180 -0.3763
C 7.030 -2.034 -0.775 -0.1102
H 4.904 -5.622 3.286 0.1322
O 3.336 0.718 -0.534 -0.2477
O 4.758 4.248 2.800 0.0599
C 2.631 -0.729 -0.743 -0.0830
C -4.531 2.616 -3.185 -0.2058
C -2.540 -3.134 0.106 -0.8081
H -7.035 1.073 0.265 0.1112
C -1.845 -3.518 -1.270 -0.2248
H -7.570 3.840 0.908 0.0996
C -6.392 2.013 0.295 -0.2184
C -1.860 2.330 2.524 -0.1727
C -6.309 2.664 -1.178 -0.2048
C 4.595 2.770 1.061 -0.1397
H 2.932 3.381 2.307 0.1321
C 5.999 3.998 2.306 -0.5618
H 0.745 2.080 0.697 0.0078
H 3.518 4.647 1.207 0.1355
H -6.124 3.777 -1.136 0.1062
C 4.933 -5.060 1.194 -0.1475
H 4.518 1.774 1.501 0.1256
H -1.748 2.036 -3.400 0.1098
H 5.752 -4.377 1.422 0.1204
I -4.541 -4.105 0.054 0.6105
H -5.208 3.368 -3.696 0.0994
H -4.993 4.291 1.448 0.0746
O 6.619 -3.350 -0.418 0.0354
H -2.753 -1.005 -3.409 0.1010
H -7.331 2.492 -1.660 0.1089
H -1.347 0.981 4.187 0.0827
O 2.104 -3.200 1.234 0.1039
H -0.241 0.399 -2.578 0.0285
H 7.624 -1.615 0.042 0.1390
H -2.702 2.323 1.760 0.0203
H -3.211 -1.425 1.377 0.0171
C 4.235 -5.551 2.428 -0.1286
C 2.166 0.472 0.343 -0.2751
O 7.557 -5.382 -0.723 0.1545
C -2.399 -0.088 -2.841 -0.3108
H 0.175 -1.679 0.145 -0.0642
H -5.611 0.838 -2.359 0.1205
O 3.237 -4.559 2.643 0.0639
C -5.214 1.837 -1.978 -0.2281
C 3.817 3.798 1.828 -0.1228
H -3.676 -1.309 -0.381 0.0156
C -6.913 3.056 1.399 -0.2595
O 8.351 -3.578 -1.826 0.0668
H -0.943 2.689 1.974 0.0439
H 2.710 -1.419 0.196 0.0345
H -3.141 0.091 -2.001 0.0322
H -4.378 1.601 -1.238 0.0767
H 3.662 -1.024 -1.076 0.0865
H -0.521 -1.383 -2.525 0.0295
H -5.025 2.962 2.681 0.0645
H 2.339 0.262 1.488 0.1438
C 0.745 1.268 -0.093 -0.3124
C 7.513 -4.214 -0.967 -0.5462
H 8.652 -1.542 -2.124 0.1350
H -2.007 -3.624 0.975 0.0159
H 7.231 -2.248 -2.924 0.1377
C -0.725 -0.108 2.367 -0.8802
C -1.749 0.860 3.122 -0.4171
C 2.998 -3.962 1.443 -0.5403
C -3.843 1.616 -4.242 -0.2185
H -0.742 -3.286 -1.164 0.0452
H 0.924 1.642 -1.140 0.0364
H -2.754 0.355 3.228 0.0734
C 7.841 -2.262 -2.017 -0.1234
O 7.013 4.402 2.793 0.1442
H -3.658 3.200 -2.734 0.1084
H -1.843 0.842 -4.759 0.1067
Nb -0.980 -0.242 0.102 1.6074
H -6.085 4.404 2.967 0.0641
C -2.375 1.176 -3.804 -0.2301
H -5.368 1.659 0.651 0.0968
H -3.732 2.157 -5.237 0.0951
H -2.054 -4.613 -1.468 0.0448
O 5.940 3.230 1.188 0.0629
H 0.337 0.245 2.588 -0.0046
H -7.466 2.444 2.180 0.0978
H 6.168 -1.390 -0.951 0.1313
H -4.483 0.690 -4.414 0.1071
C -2.821 -1.584 0.312 -0.4861
H -2.337 -2.925 -2.099 0.0583
C -5.676 3.731 2.153 -0.1396
H 5.313 -5.874 0.577 0.1302
H 3.747 -6.518 2.278 0.1325
I -0.880 -2.073 3.378 0.6833


Entry 2:
87
Properties=species:S:1:pos:R:3:lowdin_charge:R:1 method="wB97M-V/def2-TZVPD" molar_mass_g_mol=593.8 largest_force_ev_per_a=5.9 orbital_gap_ev=7.116 total_charge=+1 homo_energy_ha=-0.372
H 3.945 -0.602 1.081 0.0241
H 5.328 0.248 0.435 0.0340
C 0.893 -2.191 2.242 -0.3020
H -1.071 4.415 2.765 0.1056
H -2.720 -0.736 -6.377 0.0954
N 0.649 -1.002 2.953 0.1094
Si 3.426 0.478 -1.123 0.4302
O 0.639 0.647 -4.963 -0.0942
H -1.620 1.772 -6.037 0.0714
C -1.766 -1.042 -0.539 -0.3872
H 2.686 0.946 -5.071 0.1317
H -5.099 0.664 0.972 0.0346
H 1.269 -2.175 -3.778 0.1192
H 0.343 -0.004 -4.215 0.0406
H -0.989 -0.491 -6.510 0.0545
C 1.525 -4.529 2.146 -0.0731
C 0.243 -2.179 -4.134 -0.2166
C -0.127 2.341 5.285 -0.0611
H 2.834 0.250 -7.505 0.0955
H 1.542 -5.404 0.174 0.1023
H -5.582 -0.375 -1.641 0.0347
H 4.326 -0.477 -3.254 0.0054
H -4.643 -1.860 -1.651 0.0363
H 0.842 -3.315 -0.943 0.0586
C -2.961 1.725 -1.250 -0.1833
C -0.725 3.515 3.255 -0.0675
H 0.995 2.685 -4.694 0.1407
C 1.916 0.625 -7.056 -0.0344
C 1.294 -3.366 2.894 -0.0114
C 4.246 0.295 0.550 -0.1834
C 1.579 0.003 -1.302 -0.3661
H 5.479 -0.643 -1.955 0.0282
H -1.080 3.430 -5.842 0.0959
H 0.881 0.775 -1.604 -0.0465
C -4.180 0.082 1.024 -0.1836
C -1.694 -0.820 -4.450 -0.1860
H 1.835 -5.441 2.640 0.1024
C -0.737 2.405 -5.977 -0.0305
H -2.420 -1.505 -4.023 0.1129
C 0.161 1.201 4.535 -0.0073
C -1.756 -1.054 -5.981 -0.0436
C 1.906 0.361 -5.550 -0.1580
C -0.438 2.373 2.497 -0.0452
H -0.564 2.394 1.423 0.0771
H -1.634 -2.105 -6.240 0.0810
C 0.166 1.987 -4.814 -0.1502
C -0.428 -3.478 -3.645 -0.0302
H 4.049 1.160 1.178 0.0243
C 1.358 -4.510 0.758 -0.0684
H 3.185 2.514 -2.540 0.0041
C -0.570 3.499 4.647 -0.0685
C 0.955 -3.333 0.123 -0.1125
H 4.805 2.403 -1.864 0.0384
O -0.433 -0.959 -3.743 -0.1651
H 3.467 2.939 -0.862 0.0273
H -0.505 -3.497 -2.559 0.0580
H 1.426 -3.381 3.968 0.1085
C 0.719 -2.178 0.876 -0.1459
H 0.379 -2.218 -5.214 0.1117
H 2.149 -0.685 -5.379 0.1270
C 4.418 -0.700 -2.196 -0.1968
H -1.889 1.902 -1.262 -0.0147
H -1.974 -2.034 -0.933 0.0086
H -4.440 -0.913 1.381 0.0408
H -2.056 0.184 -4.245 0.1116
Y 0.000 0.000 0.000 1.1304
H -3.328 1.888 -2.262 0.0276
H -1.682 -1.228 0.522 -0.0357
C 0.008 1.206 3.130 -0.2424
H -0.008 2.323 6.361 0.1104
H -3.543 0.551 1.767 0.0191
H 1.323 -1.023 -1.064 -0.0514
H -0.796 4.381 5.230 0.1075
H 0.159 -4.347 -3.943 0.0926
H -1.428 -3.605 -4.059 0.0776
Si -3.347 0.006 -0.646 0.4013
H -4.342 -0.605 -2.853 0.0063
H 1.078 0.133 -7.548 0.0827
C 3.749 2.244 -1.651 -0.1838
N 0.287 0.042 2.366 -0.0597
C -4.586 -0.784 -1.807 -0.1806
H 1.864 1.691 -7.268 0.0788
H -3.415 2.481 -0.611 0.0363
H -0.228 2.354 -6.936 0.0734
H 0.500 0.315 5.059 0.1069
H 4.100 -1.729 -2.044 0.0267
H -0.429 2.048 -3.905 0.1276


Entry 3:
91
Properties=species:S:1:pos:R:3:lowdin_charge:R:1 method="wB97M-V/def2-TZVPD" smiles="NCCCC[C@@H]1OC(=O)O[C@H]1N=C=O.C1CCOC1.C1CCOC1.C1CCOC1.C1CCOC1.C1CCOC1" molar_mass_g_mol=560.7 de_lowest_kj_mol=0.0 largest_force_ev_per_a=3.5 orbital_gap_ev=9.047 total_charge=0 homo_energy_ha=-0.323
H 2.067 -1.275 0.548 0.1081
C 0.094 -0.696 -4.288 -0.1687
H 2.751 4.905 3.425 0.1152
H 5.453 0.610 7.938 0.1138
C 0.279 -6.376 -7.003 -0.1769
H 1.780 -1.196 2.361 0.1090
C -1.600 2.076 2.751 -0.4446
C 5.679 1.657 6.074 -0.1744
H 3.867 0.700 0.001 0.1111
H 5.797 0.654 4.139 0.0925
H 2.600 -4.100 -7.575 0.1180
H -8.896 -1.371 1.324 0.1150
C -10.012 -1.804 -0.466 -0.2071
H 2.974 -1.896 -3.223 0.1174
C 3.500 1.033 1.009 -0.2581
H 0.215 0.343 -4.611 0.1160
C 2.262 -1.105 -3.468 -0.1974
H 1.057 -4.067 -8.452 0.1182
H 2.424 -6.440 -7.124 0.1158
O 4.460 -0.270 5.427 -0.1540
H 1.766 -1.256 -5.592 0.1176
H 4.411 -0.605 1.785 0.0665
C -9.309 -0.833 0.465 -0.1761
H -0.810 -5.068 -5.634 0.1179
H 0.242 -7.396 -6.619 0.1141
C 1.476 6.607 2.927 -0.1748
H -9.968 -0.049 0.839 0.1135
C 0.063 -0.767 -2.772 -0.2192
H -8.560 0.457 -1.083 0.1202
O 1.987 4.784 1.501 -0.1503
H -0.233 -1.070 0.059 0.1108
H 2.953 0.877 6.222 0.1159
O -0.710 0.966 2.864 0.0264
H 1.023 4.518 3.295 0.1052
H 0.743 -5.659 -5.007 0.1186
H -0.387 -1.895 1.683 0.1191
C -8.183 -0.319 -0.410 -0.1805
H 3.669 2.154 1.055 0.1035
H 0.709 7.819 1.264 0.1119
H 3.738 0.311 2.961 0.0510
H 4.383 2.014 7.812 0.1119
C -2.500 0.195 1.699 -0.2566
C 1.584 -6.029 -7.692 -0.1770
O -9.010 -2.332 -1.345 -0.1395
H 1.126 -2.555 -4.578 0.0986
H -0.811 1.138 0.825 0.1594
N -3.107 -0.328 0.475 0.1837
H 5.172 2.475 5.553 0.1138
O -5.052 0.903 -0.148 0.2045
C 1.591 -4.514 -7.607 -0.2012
C 1.489 5.857 0.692 -0.2070
H -0.555 -6.242 -7.698 0.1158
H 1.725 1.283 2.264 0.1151
H 3.458 -0.496 7.228 0.1151
H 1.337 1.274 0.444 0.1115
H -7.410 -1.321 -2.191 0.1175
H 2.820 -0.189 -3.691 0.1170
C 4.838 1.197 7.250 -0.1794
H -7.345 0.093 0.149 0.0864
H -0.451 -1.671 -2.427 0.1156
H 0.862 5.455 -0.106 0.1154
H -0.422 0.103 -2.322 0.1135
C -0.921 0.318 1.594 -0.2626
H 2.349 6.363 0.239 0.1158
H 1.651 -6.398 -8.716 0.1138
C 0.215 -5.327 -5.908 -0.2043
H -2.635 -0.377 2.666 0.1793
H 2.389 7.211 2.919 0.1140
C 5.699 0.418 5.199 -0.2122
C -0.078 -0.934 1.192 -0.0944
H 6.514 -0.256 5.484 0.1170
O -2.750 1.583 2.070 0.0442
C -7.812 -1.558 -1.204 -0.2082
C 0.730 6.788 1.620 -0.1763
C 1.830 5.132 2.883 -0.2034
H -7.079 -2.170 -0.666 0.1155
H -10.498 -2.622 0.069 0.1159
H 0.894 6.880 3.807 0.1139
N 4.285 0.365 2.095 -0.0149
H -10.763 -1.295 -1.080 0.1166
C -4.243 0.181 0.269 -0.2414
C 3.816 0.301 6.573 -0.2063
H 6.677 1.997 6.353 0.1129
O -1.384 3.178 3.115 0.1955
H -0.303 6.444 1.731 0.1151
O 1.424 -0.842 -2.332 -0.1571
C 1.522 -0.714 1.368 -0.1765
C 1.956 0.807 1.259 -0.2027
C 1.344 -1.485 -4.613 -0.1764
O 0.887 -4.163 -6.408 -0.1622
H -0.810 -1.094 -4.751 0.1151